Formula: C50H97N3O22S11
Source: the Open Molecules 2025 dataset
Level of theory: ωB97M-V/def2-TZVPD

- highest occupied orbital energy (Ha) = -0.3645
- net charge = 0
- LUMO (Eh) = -0.00440
- frontier orbital gap (eV) = 9.798
- E_tot (eV) = -222119.9264

Last column: Mulliken charge in e.
Element x y z (Å)
C -0.20765 -3.90972 4.55341  0.710
C -0.85294 -4.61412 5.64605  0.105
N -1.38584 -5.27749 6.40570  -0.550
H 0.62875 -4.57022 4.26323  0.429
H 0.14101 -2.88263 4.82326  -0.318
H -0.93093 -3.89048 3.72166  -0.312
C -0.31162 -5.36295 0.65611  -0.700
C 1.03037 -4.67201 0.63640  0.562
N 2.07330 -4.20104 0.63400  -0.481
H -0.25898 -6.20943 1.41302  0.342
H -0.43315 -5.79563 -0.31921  0.428
H -1.10448 -4.76140 1.00344  -0.118
C -1.47008 3.90342 1.05183  -0.700
C -0.63916 3.49109 -0.15807  0.467
N 0.09273 3.34106 -1.03457  -0.381
H -1.37817 4.99007 1.05600  0.500
H -0.86640 3.55901 1.87046  0.058
H -2.46008 3.43231 1.01097  0.021
C 2.24406 -4.47893 -2.72125  -0.906
C 1.53053 -3.19524 -3.23319  0.775
C 2.42441 -2.60252 -4.30254  -0.827
S 4.15396 -2.88064 -3.75280  0.917
O 4.48096 -1.74395 -2.93140  -0.429
O 4.97401 -3.32294 -4.84836  -0.772
C 3.76468 -4.19154 -2.62797  -0.022
H 2.01877 -5.27085 -3.48437  0.376
H 1.84752 -4.88785 -1.76791  0.026
H 1.44129 -2.42515 -2.42541  -0.722
H 0.51473 -3.26698 -3.58388  0.437
H 2.29123 -1.59209 -4.66896  0.200
H 2.47243 -3.20689 -5.20243  0.468
H 4.00750 -3.76356 -1.65513  -0.360
H 4.47664 -4.99930 -2.75044  0.563
C 1.61900 1.61356 6.38290  -1.107
C 3.05789 1.62579 6.97104  -0.729
C 3.52986 0.17605 6.97069  -0.862
S 2.41700 -0.75083 5.88596  1.207
O 1.54063 -1.46239 6.80685  -0.712
O 3.20091 -1.63526 5.02099  -0.604
C 1.58024 0.66857 5.19108  1.602
H 1.21639 2.54211 6.07701  0.666
H 0.98958 1.19656 7.12646  0.486
H 2.81820 2.01303 7.95072  0.392
H 3.75425 2.26145 6.45443  0.224
H 3.50193 -0.36788 7.89160  0.421
H 4.54315 -0.02493 6.55635  0.334
H 0.53195 0.32665 5.06391  -1.406
H 2.04955 1.06369 4.25701  0.103
C -4.36820 -1.29549 5.69500  -0.236
C -4.82234 0.01884 4.98585  -0.938
C -3.74906 0.41163 3.94511  0.259
S -2.24582 0.09843 4.87741  1.220
O -1.84401 1.30711 5.59654  -0.848
O -1.27414 -0.50256 4.04737  -0.289
C -2.86592 -1.08383 6.12020  -1.063
H -4.44832 -2.22313 5.03956  -0.203
H -5.03053 -1.52892 6.52178  0.513
H -4.90132 0.80260 5.69364  0.450
H -5.77073 -0.16065 4.49219  0.408
H -3.88501 1.49598 3.71574  0.326
H -3.58283 -0.19234 3.07915  -0.363
H -2.95729 -0.53004 7.05034  0.372
H -2.27091 -1.98836 6.22365  0.410
C 5.14042 -0.16053 1.03322  1.570
C 4.94593 -0.88582 2.37077  -0.532
C 4.79609 -2.37575 2.08485  -0.629
S 6.08965 -2.68719 0.82720  1.116
O 5.68590 -3.63503 -0.18970  -0.604
O 7.33902 -2.77991 1.50283  -0.704
C 5.98158 -1.04978 0.15311  -0.508
H 5.68245 0.79068 1.23643  0.349
H 4.21279 0.10821 0.48537  -1.459
H 4.26836 -0.50179 3.15026  -0.032
H 5.89818 -0.80525 2.95012  0.411
H 3.83418 -2.69564 1.72748  0.113
H 5.11608 -2.87965 2.98631  0.607
H 5.60851 -1.09783 -0.85265  -0.075
H 7.01906 -0.87385 -0.02485  0.453
C -1.77788 -0.94835 -7.87319  -0.875
C -0.86663 -2.09994 -7.38783  -0.274
C -1.63812 -2.57193 -6.16341  -0.847
S -1.91123 -1.02566 -5.27881  0.987
O -0.81665 -0.80414 -4.37203  -0.241
O -3.29134 -0.96670 -4.84872  -0.831
C -1.69671 0.06853 -6.73834  -0.576
H -2.78423 -1.26708 -8.13779  0.375
H -1.41034 -0.49330 -8.82427  0.359
H 0.14447 -1.65502 -7.06791  0.134
H -0.67527 -2.83076 -8.20960  0.373
H -1.07525 -3.28586 -5.57258  0.294
H -2.59126 -2.99384 -6.46675  0.387
H -0.68047 0.49774 -6.53851  0.149
H -2.35548 0.92385 -6.75934  0.546
C -6.40658 -3.73702 2.73393  -0.368
C -6.17014 -2.69813 1.55007  -0.555
C -4.78954 -2.88102 1.06191  0.515
S -4.41735 -4.61393 1.37355  1.229
O -3.42898 -4.63598 2.41794  -0.573
O -4.19905 -5.43223 0.22569  -0.774
C -5.95430 -5.06743 2.14736  -0.868
H -7.46199 -3.79358 3.04702  0.418
H -5.90507 -3.44191 3.66531  -0.072
H -6.36682 -1.68764 1.84484  0.260
H -6.89767 -2.94811 0.82117  0.315
H -4.01880 -2.28199 1.57007  -0.686
H -4.63783 -2.71023 -0.01090  0.362
H -5.83699 -5.87446 2.93416  0.394
H -6.60045 -5.41677 1.34904  0.359
C 3.95518 4.87959 0.80932  -0.632
C 4.44769 5.59249 2.07198  -0.910
C 3.30871 5.77648 3.02268  -0.790
S 2.10568 4.53641 2.62241  1.184
O 0.91140 5.26646 2.18359  -0.691
O 1.97893 3.59962 3.72852  -0.518
C 3.08583 3.70962 1.33565  -0.010
H 4.71512 4.55072 0.11206  0.371
H 3.27061 5.53725 0.28051  0.380
H 4.91440 6.53237 1.70121  0.385
H 5.25218 5.10696 2.53745  0.377
H 2.83148 6.71304 2.90680  0.361
H 3.52655 5.51372 4.06974  0.341
H 2.55097 3.09567 0.59740  -0.144
H 3.72855 3.05409 1.86054  0.295
C -6.06184 2.75042 -1.98791  -0.867
C -4.90739 1.72525 -1.69502  0.447
C -5.13704 1.22465 -0.28420  -0.103
S -6.88410 0.73602 -0.40725  1.362
O -7.51802 0.87160 0.90714  -0.750
O -6.89926 -0.55330 -1.06175  -0.679
C -7.34106 2.04226 -1.49474  -0.846
H -6.12485 3.00891 -2.99861  0.458
H -5.86711 3.69501 -1.47245  0.386
H -3.83206 2.13931 -1.79936  -0.608
H -5.00385 0.86751 -2.37143  0.438
H -5.08524 2.04019 0.48453  0.161
H -4.58487 0.40119 0.08684  -0.160
H -8.02740 2.65656 -0.84536  0.358
H -7.97771 1.56995 -2.18688  0.433
C 1.22637 -0.56306 -0.10073  0.098
C 0.47439 -0.16927 -1.41252  2.554
C -0.99789 -0.60433 -1.21284  -1.389
S -1.33584 -0.51469 0.55638  0.663
O -1.62406 -1.80235 1.15134  -0.456
O -2.27998 0.59460 0.73230  -0.152
C 0.33639 0.04621 0.98010  -0.291
H 2.24026 -0.23402 -0.05396  0.012
H 1.24654 -1.63338 -0.01977  0.009
H 0.94861 -0.61375 -2.27932  0.311
H 0.56436 0.91828 -1.48490  -1.698
H -1.34086 -1.50973 -1.70619  0.479
H -1.68073 0.16538 -1.62969  0.024
H 0.51491 -0.26765 2.01550  0.420
H 0.32295 1.16872 0.86139  -0.403
C -0.09330 2.91242 -4.36107  0.511
C -1.52569 2.85800 -3.81240  0.853
C -1.88582 4.38880 -3.62497  -1.022
S -1.33495 5.09582 -5.24904  1.211
O -0.94396 6.44647 -4.99954  -0.690
O -2.48450 4.79683 -6.05335  -0.663
C -0.03924 3.93620 -5.52116  -0.864
H 0.24163 1.91479 -4.72419  -0.202
H 0.60595 3.20560 -3.57712  0.000
H -1.55761 2.37379 -2.81493  -1.289
H -2.28262 2.36928 -4.43929  0.507
H -1.20788 4.81614 -2.86755  0.331
H -2.94529 4.60265 -3.39059  0.598
H 0.93655 4.45133 -5.62405  0.379
H -0.18977 3.49802 -6.48705  0.405
C 5.58316 2.07149 -2.69253  -1.102
C 4.36098 2.29273 -1.86178  0.075
C 3.20816 1.51029 -2.47944  1.950
S 3.43005 1.77599 -4.21734  1.077
O 3.00468 3.12501 -4.54920  -0.692
O 2.83962 0.71794 -5.01463  -0.625
C 5.19439 1.68279 -4.15646  -0.793
H 6.24102 1.30464 -2.30487  0.304
H 6.16686 2.98376 -2.76132  0.363
H 4.09571 3.37647 -1.89858  0.169
H 4.53711 1.93443 -0.83672  -0.096
H 2.27403 1.97389 -2.16188  -1.366
H 3.19002 0.49214 -2.18598  -0.208
H 5.47933 2.40574 -4.89100  0.594
H 5.41075 0.65076 -4.45362  0.273